[1]
Formula: C36H64Br2ClF2NO34S8Si
Source: the OMol25 dataset
Level of theory: ωB97M-V/def2-TZVPD

Last column: Löwdin charge in e.
Element x y z (Å)
Br1 0.584 -1.786 -2.146  0.7547
C1 -0.281 2.558 -5.936  -0.0877
C2 6.489 1.133 5.870  -0.1624
H1 -0.494 -0.820 0.351  0.1136
C3 1.024 3.251 -8.000  -0.0930
H2 8.364 -0.994 0.537  0.1379
H3 -9.241 -0.619 -2.283  0.1397
H4 -9.736 -4.764 1.000  0.1171
C4 0.843 -2.153 2.551  -0.2586
C5 1.868 -0.322 -1.770  -0.9951
H5 -11.562 -0.382 4.476  0.1377
H6 3.036 3.783 -0.179  0.0648
O1 -8.841 1.348 1.693  -0.2264
O2 6.692 1.293 4.463  -0.2002
C6 -10.535 -6.730 1.427  -0.1589
O3 -11.733 -4.925 0.552  -0.1862
O4 8.910 2.541 9.044  -0.1883
O5 -13.709 -5.826 1.719  -0.2128
H7 1.929 -1.860 2.703  0.1011
O6 -5.947 -2.758 -0.648  -0.2154
H8 1.636 2.912 -1.965  -0.0257
C7 2.644 3.091 0.612  -0.1371
H9 -1.568 6.210 -3.510  0.0343
C8 -3.657 -2.184 -3.633  -0.1617
C9 -2.107 1.404 -0.717  -0.4032
H10 -0.962 1.887 -5.363  0.0840
O7 -2.925 -2.457 -7.048  -0.2223
H11 -4.331 -2.890 -3.141  0.1212
H12 7.434 1.345 6.375  0.0875
H13 0.239 6.637 -3.480  0.0358
O8 7.769 -0.691 -4.422  -0.2332
H14 -10.987 -7.560 0.878  0.1344
C10 -8.187 -2.266 -3.244  -0.1596
F1 -3.456 1.846 -0.794  0.0139
H15 0.824 -4.266 1.998  0.0761
C11 7.692 -1.733 0.092  -0.1582
O9 -7.523 0.492 3.633  -0.2188
H16 -10.094 -5.723 -0.453  0.1301
H17 1.322 3.072 -9.065  0.0924
H18 1.626 5.538 -5.354  0.0957
C12 0.676 -3.290 1.448  -0.0907
C13 0.302 3.725 -5.269  -0.2511
Br2 2.109 1.329 3.134  0.8023
C14 1.229 4.666 -5.934  -0.0960
C15 -2.276 -2.780 -3.816  -0.2075
H19 -10.755 -2.193 2.663  0.1095
S1 7.140 -0.430 -5.674  0.6234
O10 -11.422 -6.359 2.487  -0.1860
H20 4.616 -0.173 -4.243  0.0957
C16 -1.877 0.940 0.777  -0.0926
H21 -9.739 -1.953 4.105  0.1380
H22 -7.468 -0.465 -2.276  0.1369
H23 2.883 3.601 1.592  0.0565
C17 -10.158 -1.472 3.218  -0.1660
H24 -0.136 -0.418 3.200  0.0871
O11 -8.212 -1.839 -0.947  -0.1863
O12 6.703 -2.626 2.018  -0.1787
O13 -7.220 -3.177 -2.713  -0.1920
H25 8.562 -3.280 1.353  0.1379
C18 -0.560 5.925 -3.117  -0.2010
H26 -7.864 -1.889 -4.212  0.1394
C19 3.434 1.722 0.620  -0.2477
O14 4.408 -2.127 1.251  -0.2322
H27 -3.635 -1.253 -3.069  0.1305
O15 7.777 -0.683 -6.919  -0.2176
S2 -8.703 0.517 2.841  0.6216
O16 8.624 0.357 7.933  -0.2294
H28 -1.555 3.540 -0.575  0.1375
N1 -0.073 -1.017 2.379  -0.0290
O17 5.798 -0.361 2.342  -0.2031
C20 1.627 3.882 -2.530  -0.2073
C21 2.671 0.558 1.409  -0.5504
C22 -8.304 -1.166 -2.206  -0.1590
H29 4.432 1.811 5.953  0.1228
H30 -2.446 3.271 -2.913  0.0932
O18 -4.140 -1.961 -4.961  -0.1918
S3 6.470 2.840 4.067  0.6238
H31 -0.337 -3.279 0.977  0.0754
O19 10.206 2.051 7.006  -0.1987
H32 4.744 1.972 -5.382  0.1335
Si1 -0.071 4.108 -3.416  0.5933
S4 -12.446 -5.224 1.967  0.6276
H33 3.479 -0.191 1.635  0.0381
C23 -10.418 -5.493 0.559  -0.1798
C24 1.601 4.424 -7.328  -0.0849
C25 0.113 -0.267 1.136  -0.3457
H34 -9.572 -7.044 1.828  0.1387
C26 1.572 -0.197 0.563  -0.2385
O20 -2.388 -3.647 -4.949  -0.1857
C27 5.196 1.116 -5.882  -0.1640
O21 6.610 1.096 -5.662  -0.1868
H35 5.447 2.415 7.287  0.1350
H36 3.802 1.393 -0.385  0.1119
F2 -1.988 0.304 -1.574  0.0133
S5 9.571 1.408 8.101  0.6220
C28 -1.403 2.910 -2.703  -0.2239
C29 10.755 1.785 10.260  -0.1667
O22 5.527 2.904 3.003  -0.2363
C30 -10.951 -0.234 3.589  -0.1648
O23 -7.940 -4.266 -0.615  -0.2296
H37 0.549 -2.650 3.524  0.1182
H38 -1.541 -2.007 -4.050  0.0840
O24 10.702 0.903 9.136  -0.1842
H39 2.006 -1.200 0.285  0.1089
C31 -1.237 2.636 -1.153  -0.1282
S6 5.665 -1.503 1.508  0.6253
H40 7.154 -3.809 0.400  0.1347
H41 3.729 -0.489 -5.753  0.1271
H42 8.018 -1.953 -0.923  0.1399
C32 9.352 2.348 10.390  -0.1688
H43 -0.601 6.091 -1.997  0.0401
O25 7.741 3.476 4.004  -0.2153
H44 1.533 2.958 0.591  0.0632
O26 -0.519 1.031 1.205  -0.1149
H45 -2.347 -0.062 0.989  0.1509
C33 0.097 2.320 -7.341  -0.0745
H46 11.479 2.574 10.041  0.1353
H47 1.893 4.765 -1.889  0.0390
C34 7.595 -2.977 0.954  -0.1615
H48 -2.459 1.675 1.408  0.1517
O27 5.699 -1.157 -5.680  -0.1894
S7 -3.541 -3.099 -5.939  0.6235
H49 2.327 5.118 -7.819  0.0959
Cl1 2.029 0.613 -3.340  0.6252
H50 -1.209 1.926 -3.224  0.0630
H51 11.067 1.246 11.153  0.1367
O28 6.371 -1.185 0.092  -0.1836
O29 -4.520 -4.122 -6.091  -0.2239
C35 5.432 2.159 6.228  -0.1604
H52 2.462 3.790 -3.289  0.0346
H53 -1.949 -3.338 -2.940  0.1187
H54 -11.586 0.092 2.761  0.1345
H55 -0.322 1.416 -7.836  0.0942
S8 -7.246 -3.120 -1.100  0.6295
H56 -9.132 -2.803 -3.361  0.1338
O30 -9.966 0.778 3.816  -0.1897
O31 -12.291 -4.074 2.794  -0.2369
H57 9.329 3.286 10.941  0.1374
H58 4.359 1.910 1.240  0.0792
H59 -0.180 2.411 -0.864  0.0821
H60 5.019 1.191 -6.958  0.1355
C36 4.692 -0.203 -5.332  -0.2048
O32 1.452 0.515 -0.725  -0.2345
H61 8.681 1.629 10.867  0.1339
O33 5.739 3.306 5.432  -0.1840
H62 6.177 0.116 6.100  0.1431
O34 -9.074 -0.995 2.414  -0.1959
H63 2.895 -0.750 -1.592  0.0913
H64 1.481 -3.264 0.668  0.0484

As for the electronic energy: -13305.7586 Eh.



[2]
Formula: C16H17NO6S3
Source: the OMol25 dataset
Level of theory: ωB97M-V/def2-TZVPD

Last column: Löwdin charge in e.
Element x y z (Å)
N1 2.761 -0.996 -3.079  0.1972
O1 -2.643 -1.130 1.164  0.0993
H1 -3.123 1.383 1.327  0.0860
H2 3.828 -1.602 -0.597  0.0779
O2 -1.272 -0.813 2.909  -0.0509
C1 1.398 0.183 -1.266  -0.2636
O3 -3.899 0.274 -3.529  -0.0393
S1 3.836 0.770 -0.084  0.9821
H3 5.081 -1.122 0.606  0.0897
H4 0.021 -2.263 2.214  0.0746
C2 4.045 -1.014 0.294  -0.3144
H5 -0.600 -2.455 3.883  0.0964
S2 -0.931 2.049 2.161  0.9899
C3 1.339 1.395 0.825  -0.1174
S3 -0.797 -0.583 -2.673  1.0350
C4 -2.148 -0.416 2.000  -0.5780
C5 -0.720 0.810 -0.289  -0.0825
H6 -2.465 -1.191 -1.022  0.0696
C6 2.709 -1.086 3.710  -0.0316
H7 -1.658 -2.803 2.479  0.0942
H8 -5.082 1.176 -4.889  0.0947
O4 3.572 -0.942 2.589  -0.0406
C7 -4.719 1.379 -3.885  -0.0386
H9 -4.137 2.303 -3.867  0.1008
O5 -3.593 1.154 -1.493  0.0978
O6 1.999 -1.819 1.259  0.1037
C8 2.052 0.804 -0.198  -0.4764
H10 -5.552 1.472 -3.185  0.0977
H11 1.856 1.851 1.654  0.1090
H12 1.773 -0.548 3.542  0.0914
C9 -0.007 0.193 -1.303  -0.4286
C10 -2.464 1.059 2.133  -0.3267
C11 -0.852 -2.176 2.863  -0.0234
H13 3.244 -0.665 4.557  0.0969
H14 2.487 -2.141 3.882  0.0998
C12 -3.384 0.287 -2.304  -0.5677
H15 -2.933 1.254 3.098  0.0922
H16 -1.791 0.868 -0.349  0.0737
H17 -2.837 -1.747 -2.689  0.0894
C13 -2.497 -0.915 -2.075  -0.3161
C14 3.091 -1.330 1.412  -0.5839
C15 2.137 -0.462 -2.278  -0.2640
C16 -0.052 1.372 0.789  -0.4951

As for the electronic energy: -2320.6820 Eh. The value obtained for the energy relative to the best compared isomer or geometry (same formula, charge and spin) is 0.000 eV.



[3]
Formula: C2H7N3OS
Source: the OMol25 dataset
Level of theory: ωB97M-V/def2-TZVPD

Last column: Löwdin charge in e.
Element x y z (Å)
O1 0.695 2.163 0.126  0.0069
H1 0.625 1.189 2.841  -0.0926
H2 1.026 1.002 -1.840  0.1593
H3 0.407 -1.377 1.893  0.0364
S1 -0.670 1.049 2.336  0.7967
N1 -0.679 -0.302 -1.857  0.0108
H4 0.755 -1.468 0.223  0.0694
C1 0.006 -1.210 0.945  -0.0982
H5 -0.928 -1.808 0.782  0.0960
N2 -0.350 0.243 0.858  -0.4656
H6 -0.344 -1.194 -2.355  0.1128
H7 -1.166 0.261 -2.604  0.1017
C2 0.224 1.043 -0.090  -0.6789
N3 0.399 0.408 -1.259  -0.0546

As for the electronic energy: -718.0495 Eh. The value obtained for the energy relative to the best compared isomer or geometry (same formula, charge and spin) is 0.718 eV.



no.,gap between HOMO and LUMO (eV),lowest unoccupied orbital energy (eV)
1,9.0,0.23
2,8.6,0.06
3,9.9,0.75